No. 1
Formula: C30H30Cl5N4O4Re
Source: OMol25
Level of theory: ωB97M-V/def2-TZVPD

Calculated values
- Energy relative to the best compared isomer or geometry (same formula, charge and spin): 350.8 kJ/mol
- Total charge: +1
- Spin multiplicity: 2
- HOMO level (spin up / spin down): -9.89 / -11.18 eV
- Frontier orbital gap (spin up / spin down): 0.1894 / 0.2371 Ha
- Calculated total energy: -4060.167828 Ha

The geometry in XYZ format:
```
74
Properties=species:S:1:pos:R:3:forces:R:3
H -0.9076 1.9842 -5.8775 0.04 0.08 -0.10
O 2.0126 -3.4236 -2.9326 -0.36 0.46 0.31
C -2.3008 -0.6612 -3.4200 0.21 0.26 0.21
H 2.1316 3.6700 1.5836 0.02 0.07 -0.06
H 0.0861 2.4783 -2.3349 0.06 0.05 0.01
C -0.4676 0.0185 3.0336 0.09 -0.26 -0.07
C -1.0277 1.3823 -3.8377 0.01 -0.14 0.31
H 2.5965 -0.1252 -1.3448 -0.11 0.28 -0.24
Re 0.1064 -0.6385 -0.6195 0.28 -0.06 -0.23
H 1.8340 0.9194 -2.3661 -0.18 -0.12 0.26
C -2.5382 -0.7613 -4.7826 0.02 0.05 0.03
C 2.0884 -0.8725 2.5072 0.77 -0.85 0.08
C -1.9527 -0.0956 2.9184 -0.03 0.07 -0.01
H 0.5847 2.7717 -4.0175 0.08 0.08 0.01
H -1.4893 2.7128 2.3376 0.02 0.02 0.08
C 0.3610 0.7033 1.9423 0.10 0.20 1.02
C 2.0330 1.8778 3.3647 -0.27 0.18 -0.07
H -0.5247 -4.1289 -1.5382 0.12 0.15 -0.03
O -0.7663 -4.0755 1.2477 -0.10 0.01 -0.02
H -2.3128 -0.8101 3.6535 -0.02 0.00 0.03
C -2.9756 2.3197 -1.3959 0.01 -0.06 -0.05
H -2.2182 -0.4720 1.9315 -0.09 -0.04 0.03
N -0.3551 0.8404 0.6994 -0.16 -0.27 -0.14
C 1.5207 -2.4065 -2.4985 1.30 0.31 -1.72
C -0.5515 -3.2237 0.4263 0.58 -1.62 -0.56
H -3.8669 2.1611 -0.7887 -0.08 0.00 0.01
H -2.2311 0.0866 -6.7208 -0.03 -0.03 -0.13
H 0.3844 3.7148 1.4238 -0.10 0.11 -0.06
H -1.8723 3.6716 0.9000 0.03 0.08 0.02
C -2.8734 -1.6567 -2.4644 0.04 -0.07 0.02
C 1.7196 -0.6181 3.9454 -0.09 0.33 -0.08
C 2.3484 -1.6539 4.8363 0.40 -0.40 -0.21
C 3.3382 -2.5018 4.4093 -0.23 0.05 0.48
N 0.5816 -2.3238 -1.5259 -1.19 0.92 1.12
H 1.1726 -0.7661 -3.8284 0.04 0.02 0.10
C 2.2142 0.8014 4.3756 -0.06 -0.03 0.18
Cl 3.2592 -2.0297 0.4334 0.17 -0.12 -0.24
C 0.2145 -0.6270 3.9697 -0.19 0.10 -0.20
H 2.8908 -1.0522 -3.4735 -0.13 0.02 0.08
C 1.2539 3.0678 1.3678 0.03 0.04 0.10
H -2.0746 -2.2228 -1.9863 -0.08 -0.14 0.09
H 3.2669 0.7384 4.6607 -0.12 -0.01 -0.03
C 3.0199 -1.7896 2.1242 -0.39 0.56 -0.07
O -0.8824 -1.9784 0.5523 -0.19 1.40 0.31
C 0.1685 -3.5568 -0.9086 -0.34 -0.67 0.96
H -3.5240 -2.3476 -2.9924 -0.05 -0.08 0.07
N 1.7796 -0.0124 -1.9544 0.09 -0.11 0.24
C 1.8888 -1.0137 -3.0380 0.15 -0.52 -0.24
Cl 4.9580 -3.6337 2.5468 -0.08 0.12 -0.05
C -1.8559 1.4922 -0.8669 -0.11 0.04 0.63
H -3.4424 -1.1665 -1.6754 -0.06 -0.03 0.07
H -3.0202 2.4871 1.4788 -0.08 0.00 0.12
Cl 1.8439 -1.6812 6.4647 -0.08 -0.21 0.08
H -3.1327 -1.5811 -5.1547 -0.08 -0.11 -0.01
C -1.5304 0.4154 -2.9525 0.06 -0.18 -1.34
H -3.2024 2.0526 -2.4239 -0.09 0.10 0.00
N -1.2498 0.5412 -1.5701 0.95 -0.42 1.12
Cl 4.1070 -3.5568 5.5255 -0.01 0.02 0.03
H -0.9042 3.4683 -3.4046 0.05 0.07 0.05
H -0.2821 -1.1924 4.7408 -0.08 -0.09 0.07
O 1.4034 -0.2332 1.5355 -0.67 -0.16 -1.49
C 1.1829 1.9298 2.3415 0.12 -0.01 -0.08
C -1.2896 1.2419 -5.1933 -0.02 -0.09 0.04
H 1.0304 -4.2069 -0.7213 -0.18 0.11 0.03
Cl 1.3279 1.3512 5.8481 0.18 0.33 0.05
H 2.6622 2.7409 3.5374 0.05 0.08 -0.02
H -2.7312 3.3792 -1.3372 -0.01 0.10 -0.08
C -0.2634 2.5859 -3.3609 -0.04 -0.05 -0.03
C 3.7280 -2.5713 3.0552 0.13 -0.20 -0.01
C -2.0360 0.1782 -5.6647 0.07 0.05 -0.01
C -1.9569 2.6869 1.3593 0.05 -0.06 0.00
H 1.3261 2.6833 0.3502 0.06 0.10 -0.10
H -2.4542 0.8524 3.0900 -0.11 0.05 0.05
C -1.3619 1.6590 0.4567 -0.10 0.12 -0.70
```
Positions in Å, forces in eV/Å.

Here are the Löwdin charges for atoms 1 to 2, given in e: atom 1 (H): 0.12, atom 2 (O): 0.13


No. 2
Formula: C30H30ClF3IMoN11O2PS2
Source: OMol25
Level of theory: ωB97M-V/def2-TZVPD

Calculated values
- Energy relative to the best compared isomer or geometry (same formula, charge and spin): 48.4 kJ/mol
- Total charge: +1
- Spin multiplicity: 3
- HOMO level (spin up / spin down): -10.51 / -10.53 eV
- Frontier orbital gap (spin up / spin down): 0.2896 / 0.2601 Ha
- Calculated total energy: -4177.388722 Ha

The geometry in XYZ format:
```
82
Properties=species:S:1:pos:R:3:forces:R:3
C -5.3614 -0.0704 -2.2143 0.00 0.00 0.02
S 0.4867 -4.4661 -1.8558 -0.03 0.01 0.01
N 1.1492 1.8888 -0.4798 -0.14 -0.07 0.02
C 1.8613 -3.9332 -0.9973 0.06 0.01 -0.02
N 0.4460 -2.1248 -0.8933 -0.11 0.00 -0.03
N 0.0103 0.2486 -2.2396 0.01 0.08 -0.23
N 0.3884 0.2447 2.3567 -0.01 0.00 0.07
H 1.2799 -1.5634 -6.0947 0.00 0.00 0.00
C 2.5266 -1.7465 0.1433 -0.02 -0.02 -0.03
P -2.6846 0.2354 -0.6112 0.10 -0.03 0.06
C 0.9674 -0.4199 -2.9874 -0.04 -0.05 0.06
N -5.1679 0.3465 0.5636 0.01 -0.01 0.00
I 2.1117 -1.3175 5.9006 -0.01 0.02 -0.03
H -1.2718 -2.7561 -1.9161 0.00 0.00 0.00
S -1.0111 2.3434 0.7137 -0.13 -0.06 -0.04
C 1.2113 -0.2658 4.3785 0.08 0.01 0.05
H 1.8235 -2.3690 -4.6082 0.00 0.00 0.01
N -5.0106 1.2450 -1.6926 0.00 -0.03 0.04
H -3.5592 1.4477 1.3178 -0.01 0.01 0.00
C -3.4774 -1.2912 -1.3165 0.01 0.06 0.01
F 0.0240 6.3346 -0.5691 -0.01 0.03 -0.03
C 0.4608 2.9301 0.0023 0.10 0.05 -0.01
H -6.6753 1.3522 -0.4558 0.00 0.00 0.00
H 0.7307 1.7659 5.1957 0.00 0.00 -0.02
H 2.4725 2.0159 1.7605 -0.02 0.02 0.00
C -3.7553 0.4596 0.8955 0.02 -0.03 -0.03
C -5.4879 -0.9599 -0.0104 0.02 0.01 -0.02
H -3.4832 -0.2888 1.6358 0.00 0.00 0.01
C 2.2826 2.0533 -1.1602 0.03 -0.02 0.00
H -5.1218 -1.7429 0.6552 0.00 -0.01 0.00
Mo -0.1278 0.1155 -0.0237 0.01 0.12 -0.06
C 5.4028 -0.5892 1.9110 0.01 0.00 0.01
C 0.2780 5.4530 0.4066 0.02 -0.03 -0.01
H -3.1973 -2.1525 -0.7127 0.01 -0.03 0.02
C 2.8179 3.3092 -1.3578 0.00 -0.02 0.00
C 5.5042 0.6487 2.5097 -0.01 0.01 0.00
C 3.1567 0.0489 1.1651 0.06 0.00 -0.03
C 0.7558 1.0350 4.4052 -0.07 -0.05 0.05
C -5.5890 1.3942 -0.3618 0.01 0.00 -0.02
C 3.2744 1.2938 1.7860 0.01 0.00 -0.05
C 0.9549 4.2243 -0.1387 -0.01 0.02 0.00
H -4.9182 -0.1969 -3.2039 0.00 0.00 0.00
F 1.0778 6.0717 1.2951 0.03 0.02 0.03
H -3.2098 1.3683 -2.7277 -0.06 0.01 0.06
C -0.2366 0.1367 -4.9849 -0.03 0.02 0.02
H 6.2060 -1.3119 1.9631 0.00 0.00 0.00
H 4.5640 2.5313 2.9404 0.00 0.00 0.00
F -0.8736 5.1850 1.0270 -0.05 -0.01 0.02
H -1.6268 1.7300 -4.8324 0.00 0.01 0.01
Cl -1.3575 -1.6706 1.1864 0.02 -0.01 0.00
H -0.2032 2.1147 2.8279 0.01 0.04 0.00
H -6.4471 -0.1219 -2.3102 0.00 0.00 0.00
O 2.0136 -0.8601 -2.5291 -0.02 0.07 -0.04
C -0.6845 1.2690 -2.9106 0.13 0.05 0.05
C -0.2710 -2.9645 -1.5715 0.04 -0.04 0.01
H 6.4085 0.9094 3.0424 -0.01 0.00 0.00
H 2.7269 -4.5637 -0.8765 -0.01 0.01 0.00
N -4.9305 -1.1681 -1.3504 0.00 0.01 0.02
H -6.5734 -1.0420 -0.0835 0.01 0.00 0.00
N 0.7087 -0.6135 -4.3407 0.04 -0.01 0.00
N 2.1103 -0.5397 0.4477 -0.03 -0.02 0.04
C 0.9558 -0.7134 3.0821 -0.07 -0.01 0.01
C 4.4507 1.5739 2.4493 0.01 -0.01 0.01
H 2.6366 -0.9006 -5.1536 0.00 0.00 0.00
H 2.7435 1.1508 -1.5412 0.00 -0.01 0.01
C -0.9302 1.0755 -4.3323 -0.01 -0.04 0.00
C -3.5706 1.4653 -1.7045 0.03 -0.01 -0.06
H 3.7394 3.4294 -1.9079 -0.01 0.00 0.01
H -0.3493 -0.0522 -6.0437 0.01 0.00 0.00
H -3.1067 -1.4333 -2.3372 -0.01 0.01 0.00
H 4.2887 -2.8511 0.4526 0.00 -0.01 0.00
C 1.6742 -1.4077 -5.0937 -0.02 0.02 0.00
C 4.2128 -0.8627 1.2485 -0.01 0.00 0.00
N 3.7730 -1.9990 0.5870 -0.01 0.01 0.00
H -5.3118 2.3676 0.0460 0.00 0.00 0.00
N 0.2688 1.2921 3.1843 0.09 -0.02 -0.03
C 1.6622 -2.6600 -0.5739 -0.05 0.00 0.06
H 1.1478 -1.6860 2.6623 -0.02 0.01 0.00
H -3.3293 2.4733 -1.3689 0.00 -0.01 0.00
C 2.1454 4.3994 -0.8268 0.00 0.00 -0.01
H 2.5392 5.4005 -0.9524 0.00 -0.01 0.00
O -1.0777 2.2573 -2.3115 0.08 -0.07 0.04
```
Positions in Å, forces in eV/Å.

Here are the Löwdin charges for atoms 1 to 2, given in e: atom 1 (C): -0.18, atom 2 (S): 1.10


No. 3
Formula: C30H30ClN9O5S2Ti
Source: OMol25
Level of theory: ωB97M-V/def2-TZVPD

Calculated values
- Energy relative to the best compared isomer or geometry (same formula, charge and spin): 241.5 kJ/mol
- Total charge: -2
- Spin multiplicity: 3
- HOMO level (spin up / spin down): -0.15 / -1.67 eV
- Frontier orbital gap (spin up / spin down): 0.1677 / 0.2235 Ha
- Calculated total energy: -4136.182326 Ha

The geometry in XYZ format:
```
78
Properties=species:S:1:pos:R:3:forces:R:3
C -0.4962 -0.1640 -3.8817 0.07 0.02 -0.50
C -2.4747 -4.2762 2.6958 -0.25 -0.13 0.11
H 6.8363 -0.5564 -0.1050 -0.02 -0.06 0.00
H -1.1681 -0.0890 -5.9187 0.01 -0.02 0.03
C -3.0189 -4.2989 5.0253 -0.05 -0.01 -0.08
Cl 1.6775 0.5240 2.9537 1.70 0.80 2.08
N -1.7375 -0.3859 0.2487 -2.44 -0.60 -1.48
H -4.0331 -1.4429 0.4742 -0.08 0.11 -0.15
H 1.3385 -5.9830 -0.2519 0.07 0.05 -0.03
C -0.2274 -4.4917 -0.4376 -0.14 -0.09 -0.02
C 2.0728 -3.9795 -0.0939 0.09 -0.06 0.06
N 6.2276 -1.3144 0.1563 0.14 -0.07 0.06
H 6.4389 -2.2229 -0.2239 -0.01 0.09 0.00
C 1.7287 -2.6005 -0.0773 0.00 -0.08 -0.06
C -1.4854 -5.9165 4.1376 0.10 -0.09 -0.03
C 2.7185 -1.5999 -0.0203 0.18 -0.06 -0.16
N 0.4127 -2.2063 -0.1171 0.61 -0.43 -0.18
S -2.9959 -0.9731 3.8903 -0.30 -0.09 0.16
H 0.5623 5.0446 -1.3324 0.07 0.06 -0.13
H -1.1787 1.8141 2.5467 -0.16 0.02 0.04
H -4.3894 -2.4254 2.5630 -0.09 -0.08 0.02
C -0.6148 4.2163 0.3698 -0.17 -0.06 0.23
C -1.7115 2.4639 1.8518 0.11 -0.12 -0.10
H 1.8564 3.1745 -2.5981 0.02 -0.02 -0.01
H -4.6675 -0.0097 -0.3207 0.02 0.02 0.02
N 2.9887 1.9283 0.1382 -0.20 -0.30 0.00
H 0.5571 -0.1335 -4.1347 -0.01 0.02 0.07
O 2.4900 1.6958 2.8774 0.20 0.56 -0.20
C -0.8305 -0.2029 -2.5237 -0.85 -0.16 0.03
C -2.5997 -0.4817 -0.7797 -0.05 -0.20 2.11
H 3.6148 2.5025 0.6782 -0.02 -0.06 -0.03
H -0.9791 5.0863 0.8910 -0.10 0.04 0.13
C -1.4595 -0.1459 -4.8762 0.27 -0.03 0.45
H 3.1152 -4.2269 0.0306 0.05 -0.07 0.00
O 1.0398 0.4988 4.2163 -0.73 -0.17 0.49
H 0.4540 2.2337 -3.1358 0.11 -0.05 -0.03
Ti 0.1684 -0.0226 0.1124 1.76 -0.22 2.46
H 1.6866 1.4732 -2.1180 0.05 0.13 -0.12
C -0.8419 2.9008 0.7149 -0.35 0.48 0.38
H -1.0221 -5.1993 -0.6255 -0.11 0.02 0.01
H -3.5445 -3.8732 5.8692 -0.04 0.08 0.09
C 0.3947 2.8698 -1.0918 0.13 0.46 -0.49
H -4.2156 -0.2850 -2.9451 -0.04 -0.05 0.05
C -3.1625 -0.2720 -3.1869 0.17 0.03 0.40
C -3.9959 -2.5055 3.5758 0.46 0.75 -0.02
O 0.6682 0.6219 1.9223 -0.86 0.61 -0.06
H -2.5873 1.9219 1.4895 0.00 -0.02 0.14
H -2.0656 -5.8091 6.1993 0.01 -0.02 0.03
C 0.1800 4.1970 -0.7870 0.22 -0.10 -0.25
N -0.2170 2.0577 -0.1670 0.07 0.35 -0.22
H 2.0008 2.1359 0.2591 0.25 0.17 0.08
C -1.6363 -5.3611 2.8795 0.00 -0.15 -0.03
N -2.3364 -0.5032 1.4642 -1.41 0.64 0.00
C 4.8862 -0.9886 0.1197 -0.27 0.31 0.03
H -3.5680 -0.1520 -5.2800 -0.03 0.00 0.05
N 2.3258 -0.2809 -0.0176 0.22 -0.35 0.01
H -0.8078 -6.7471 4.2907 0.01 -0.04 -0.02
S -0.4326 -1.9882 2.7261 -0.10 -0.01 0.24
C 3.3015 0.6046 0.1515 0.53 0.59 -0.53
H -4.8096 -2.4336 4.2975 -0.04 -0.07 -0.04
C -2.2146 -0.3021 -2.1378 1.02 0.21 -1.40
C -2.1852 -5.3864 5.2094 0.00 -0.01 0.20
H -1.5258 -2.7968 -0.4273 0.06 -0.01 0.09
O 2.4728 -0.6223 2.7460 0.38 -0.99 -0.14
H -1.0752 -5.7446 2.0399 0.06 -0.01 -0.07
C 1.1046 -4.9232 -0.2574 0.01 0.13 -0.02
H -2.0532 3.3439 2.3986 0.01 0.04 -0.01
C -1.8223 -1.0918 2.4890 0.48 -0.81 0.51
C -3.1740 -3.7287 3.7666 -0.04 -0.33 -0.07
H -4.4451 -1.5063 -1.2502 0.01 0.05 -0.09
H -2.5814 -3.8418 1.7138 0.03 0.08 -0.12
N 4.6077 0.3178 0.2189 0.19 -0.04 0.12
C 1.1449 2.4011 -2.3026 -0.10 -0.13 0.07
C -0.4999 -3.1437 -0.3337 -0.19 -0.07 -0.09
N 4.0280 -1.9686 -0.0016 0.01 -0.27 0.01
C -4.0261 -0.8838 -0.4615 0.23 -0.09 -0.01
O 0.1185 -0.1877 -1.6296 -0.67 -0.11 -3.85
C -2.8013 -0.1885 -4.5141 -0.23 0.05 -0.24
```
Positions in Å, forces in eV/Å.

Here are the Löwdin charges for atoms 1 to 2, given in e: atom 1 (C): -0.03, atom 2 (C): -0.11


- The highest calculated total energy belongs to which entry?
  C30H30Cl5N4O4Re


- What is the total charge in the first record?
  +1


- The lowest spin multiplicity belongs to which entry?
  C30H30Cl5N4O4Re